[1]
21
Properties=species:S:1:pos:R:3 method="wB97M-V/def2-TZVPD" relative_energy_kj_mol=312.86 orbital_gap_ev=8.939 e_homo_ev=-9.947 smiles=CCCOCc1nncnn1 lumo_ev=-1.008
C -1.11821 -1.46255 -1.18928
C -1.19660 -0.00509 -1.74667
C 0.01491 0.96016 -1.46000
O 1.31018 0.41351 -1.40948
C 1.74813 -0.24057 -0.25062
C 1.01650 0.11679 1.09540
N 1.26527 1.36430 1.56487
N 0.62750 1.68388 2.66569
C -0.18173 0.71116 3.15955
N -0.40034 -0.55207 2.71401
N 0.24068 -0.86705 1.61226
H -1.78793 -2.09993 -1.82311
H -0.12133 -1.94029 -1.22318
H -1.58283 -1.49039 -0.17546
H -2.10938 0.49623 -1.33693
H -1.32677 -0.07326 -2.85373
H 0.02784 1.65330 -2.34203
H -0.25868 1.65283 -0.61877
H 2.81818 0.03808 -0.06454
H 1.76441 -1.35152 -0.38822
H -0.74980 0.99249 4.07021



[2]
140
Properties=species:S:1:pos:R:3 method="wB97M-V/def2-TZVPD" relative_energy_kj_mol=328.05 orbital_gap_ev=8.123 e_homo_ev=-7.572 lumo_ev=0.551
N -4.10917 3.29201 4.59224
C -3.95174 4.51104 3.92071
C -3.59800 4.22677 2.61269
C -3.48509 2.86395 2.53091
C -3.76745 2.25756 3.76720
H -4.34019 3.14751 5.56478
H -4.10923 5.40520 4.50560
H -3.40329 4.90663 1.79643
H -3.31915 2.31090 1.61823
H -3.85171 1.25016 4.14725
N -0.05892 -1.40742 3.53864
C -0.72298 -0.98042 4.69579
C -0.38504 -1.79607 5.77202
C 0.69108 -2.60371 5.37050
C 0.85770 -2.31569 3.99035
H -0.21477 -1.07195 2.59882
H -1.54347 -0.30494 4.50363
H -0.87752 -1.86606 6.73064
H 1.12623 -3.42001 5.92790
H 1.51479 -2.81321 3.29242
N -1.16503 -6.21982 -0.48164
C 0.15298 -5.89785 -0.30739
C 0.18813 -4.58966 0.23796
C -1.15492 -4.21888 0.32445
C -1.95404 -5.19057 -0.24998
H -1.38841 -7.13846 -0.83704
H 0.89967 -6.64155 -0.54357
H 1.03669 -3.97967 0.51047
H -1.61048 -3.27717 0.59288
H -3.00163 -5.21087 -0.51179
N 0.20556 4.37675 2.92427
C -0.28974 3.35196 3.81578
C 0.74058 2.50238 4.04756
C 1.84614 2.99298 3.39168
C 1.54233 4.15547 2.78716
H -0.28084 5.07616 2.38173
H -1.31047 3.34627 4.16861
H 0.54195 1.60381 4.61281
H 2.78193 2.45414 3.41077
H 2.16288 4.77242 2.15416
N -4.89388 -2.76393 -2.24476
C -3.62785 -2.46155 -1.73718
C -2.69924 -2.20742 -2.79028
C -3.37259 -2.43699 -4.00388
C -4.67158 -2.70501 -3.62749
H -5.78184 -2.98435 -1.81693
H -3.53183 -2.38299 -0.66434
H -1.66534 -1.89800 -2.74875
H -2.98909 -2.19259 -4.98347
H -5.49663 -2.92326 -4.28935
N 4.79193 1.87161 -2.09937
C 5.93992 2.03725 -1.34789
C 5.43846 2.57695 -0.19393
C 4.08504 2.85010 -0.20754
C 3.71074 2.41608 -1.42231
H 4.75667 1.47512 -3.02763
H 6.87738 1.61302 -1.67596
H 6.01569 2.85003 0.67707
H 3.41670 3.30609 0.50785
H 2.75199 2.47006 -1.91657
N -0.18759 -4.07985 -4.90893
C 0.46279 -3.65311 -3.82983
C 1.19836 -2.48958 -4.16119
C 1.06717 -2.36028 -5.53849
C 0.08822 -3.27449 -5.95539
H -0.82792 -4.86088 -4.91710
H 0.32993 -4.25219 -2.94109
H 1.74901 -1.86938 -3.46942
H 1.51010 -1.54568 -6.09225
H -0.26379 -3.40422 -6.96813
N -0.00680 2.92590 -3.50833
C 0.70459 3.32065 -4.63811
C 1.33267 2.14019 -5.13923
C 0.84403 1.09679 -4.35799
C 0.02835 1.58721 -3.39810
H -0.60899 3.53797 -2.97651
H 0.80673 4.37143 -4.86576
H 2.00516 2.13760 -5.98431
H 1.18803 0.07966 -4.47418
H -0.47514 1.10956 -2.57061
N 6.15692 -2.96023 -0.47444
C 5.25906 -3.89516 -0.83583
C 4.26751 -3.27684 -1.53471
C 4.71222 -1.99644 -1.79216
C 5.84469 -1.78732 -1.13338
H 6.96965 -2.96946 0.12513
H 5.37989 -4.93093 -0.55481
H 3.34605 -3.70462 -1.90120
H 4.16452 -1.31305 -2.42414
H 6.37547 -0.85474 -1.01097
N 0.99512 0.91075 0.68858
C 1.40293 0.04814 -0.28135
C 0.32953 -0.80131 -0.57923
C -0.75620 -0.39699 0.18160
C -0.23375 0.53800 1.16854
H 1.53240 1.61730 1.17046
H 2.42889 0.10823 -0.61331
H 0.51011 -1.54219 -1.34401
H -1.73720 -0.84867 0.18462
H -0.72844 1.07217 1.96625
N 1.27474 5.34854 -1.45589
C 0.60556 4.51416 -0.61344
C -0.69935 4.72313 -0.74874
C -0.93489 5.69690 -1.74471
C 0.35244 5.98081 -2.17970
H 2.25554 5.31459 -1.69455
H 1.13395 3.93770 0.13149
H -1.52075 4.34916 -0.15557
H -1.86692 6.17210 -2.01286
H 0.60527 6.64235 -2.99508
N 5.22733 -0.10291 4.28451
C 3.91061 -0.27593 4.20066
C 3.51142 -0.29468 2.86540
C 4.70929 -0.29250 2.12765
C 5.71500 -0.16604 3.04694
H 5.77671 0.10193 5.10689
H 3.25593 -0.34065 5.05716
H 2.52625 -0.53174 2.49169
H 4.82203 -0.43243 1.06270
H 6.78003 -0.08878 2.88521
N -3.80530 0.47405 -1.54257
C -5.15865 0.66326 -1.68517
C -5.40001 1.97901 -1.54006
C -4.19194 2.64861 -1.24220
C -3.24064 1.64695 -1.19533
H -3.36032 -0.41138 -1.73782
H -5.81454 -0.15234 -1.95168
H -6.36447 2.46394 -1.57255
H -4.13026 3.70904 -1.04703
H -2.21201 1.71920 -0.87424
N -4.18860 -3.61156 2.25480
C -3.27026 -2.69905 2.62734
C -3.70638 -1.49651 2.09332
C -4.82193 -1.67526 1.40066
C -5.13469 -2.96078 1.50788
H -4.24575 -4.55698 2.60553
H -2.46056 -2.97084 3.28833
H -3.18345 -0.55791 2.20282
H -5.33477 -0.86714 0.90032
H -6.03000 -3.50423 1.24427



[3]
43
Properties=species:S:1:pos:R:3 method="wB97M-V/def2-TZVPD" relative_energy_kj_mol=13.97 orbital_gap_ev="8.791 / 6.025" e_homo_ev="-22.221 / -23.112" multiplicity=5 charge=+4 lumo_ev="-13.430 / -17.087"
N -0.15006 -1.07322 -3.11988
C -0.28225 -1.85349 -3.96620
C -0.38839 -2.81936 -5.03163
H 0.48885 -2.75018 -5.67703
H -1.28722 -2.62368 -5.62009
H -0.44508 -3.82382 -4.60802
N -2.27340 0.34307 1.52184
C -3.24148 0.57871 2.09984
C -4.43591 0.85845 2.81576
H -5.24582 1.02573 2.10127
H -4.27707 1.74367 3.43761
H -4.67185 0.00021 3.45116
N 2.50631 2.13566 0.14387
C 3.46016 2.63114 0.58117
C 4.67076 3.21934 1.08837
H 4.81413 2.92575 2.13064
H 4.60957 4.30948 1.02526
H 5.52224 2.87101 0.49862
Pt -0.72841 0.42990 0.18251
C 0.49557 0.61522 1.70101
O 1.10555 0.73332 2.66729
C -1.19196 -1.41406 -0.35481
O -1.56217 -2.46603 -0.59095
C -1.73439 1.19221 -2.04207
C -0.45369 1.60968 -2.33914
C 0.24331 2.44754 -1.48567
C -0.31904 2.89388 -0.30723
C -1.64199 2.53398 -0.00595
C -2.35540 1.67823 -0.88184
H -2.32079 0.63148 -2.75704
H -0.01553 1.35147 -3.28774
H 1.20257 2.82398 -1.79435
H 0.17890 3.63131 0.30709
H -2.14680 2.98337 0.84876
H -3.40913 1.46811 -0.69849
S 3.53993 -1.06860 -1.82811
C 3.32149 -2.21430 -0.53337
C 2.14485 -1.97839 0.18874
N 1.45945 -0.89578 -0.31590
C 2.04162 -0.31920 -1.35216
H 4.02093 -3.02149 -0.31093
H 1.75481 -2.54912 1.06236
H 1.67451 0.54514 -1.90327



[4]
46
Properties=species:S:1:pos:R:3 method="wB97M-V/def2-TZVPD" relative_energy_kj_mol=1.85 orbital_gap_ev=9.163 e_homo_ev=-8.756 smiles="CCCC[C@@H](CC)CNC(=O)Cn1c(=O)[nH]c2ccsc2c1=O" lumo_ev=0.407
C -7.69010 -1.99246 -0.58362
C -6.89543 -1.32111 -1.69785
C -5.96471 -0.21869 -1.19056
H -5.52730 0.29226 -2.05174
C -4.83556 -0.75615 -0.31251
H -5.24091 -1.12250 0.63087
H -4.37453 -1.60524 -0.82269
C -3.73769 0.27458 -0.02539
H -3.32107 0.60652 -0.98342
C -4.24946 1.52850 0.69932
C -4.86543 1.27742 2.07183
H -5.18952 2.22045 2.50710
H -5.73292 0.62765 1.99694
H -4.15116 0.82130 2.75289
H -3.41892 2.23149 0.80255
H -4.99184 2.01368 0.06380
C -2.60477 -0.42100 0.74788
N -1.48996 0.45369 1.02909
C -0.33157 0.39489 0.34920
O -0.09045 -0.40479 -0.52677
C 0.69170 1.45555 0.78710
N 1.99237 1.07223 0.27870
C 2.40327 1.66517 -0.90009
O 1.82413 2.59842 -1.40596
N 3.55537 1.15498 -1.45029
C 4.22884 0.09226 -0.91470
C 3.77884 -0.47329 0.26166
C 2.59123 -0.01195 0.93277
O 2.12419 -0.45205 1.95987
S 4.77905 -1.79220 0.75447
C 5.78619 -1.56111 -0.61521
C 5.38941 -0.53604 -1.41789
H 5.89154 -0.24181 -2.32111
H 6.63103 -2.20541 -0.75826
H 3.85575 1.56724 -2.32229
H 0.43146 2.42290 0.35148
H 0.74158 1.51541 1.87598
H -1.61345 1.15557 1.74008
H -2.98242 -0.83161 1.68790
H -2.20707 -1.23936 0.14378
H -6.55718 0.51011 -0.63472
H -6.30840 -2.07382 -2.22864
H -7.59457 -0.88280 -2.41409
H -8.25113 -1.25215 -0.01679
H -8.39460 -2.70829 -1.00106
H -7.03260 -2.52488 0.09847